The following is a quantum chemistry calculation of C20H14AlBBr2F4N2OS as an isolated structure, from OMol25.

Calculated values
* lowest unoccupied orbital energy: -0.5 eV
* orbital gap: 0.2037 Ha

```
! wB97M-V def2-TZVPD RIJCOSX def2/J DEFGRID3
* xyz 0 1
Al -0.14 0.28 -0.50
C -2.83 -0.18 -2.55
C -2.84 -1.22 -1.47
C -3.88 -2.16 -1.51
C -3.91 -3.15 -0.59
C -2.93 -3.20 0.42
C -2.89 -4.26 1.35
Br -4.19 -5.65 1.32
C -1.90 -4.34 2.28
C -0.98 -3.30 2.36
Br 0.26 -3.51 3.80
C -0.99 -2.17 1.57
O -0.46 0.22 1.13
C -1.93 -2.18 0.47
N -1.89 -1.22 -0.55
H -3.70 -0.29 -3.20
H -1.94 -0.28 -3.15
H -2.86 0.83 -2.12
H -4.63 -2.09 -2.28
H -4.68 -3.91 -0.62
H -1.85 -5.17 2.97
C 0.64 3.90 -1.15
C 1.61 3.22 -0.24
C 2.78 3.94 0.08
C 3.69 3.41 0.93
C 3.43 2.15 1.52
C 4.36 1.60 2.43
C 4.10 0.40 3.02
C 2.89 -0.25 2.73
C 1.95 0.26 1.87
S 0.27 -0.89 2.11
C 2.23 1.46 1.18
N 1.35 2.01 0.24
H 0.97 4.91 -1.37
H -0.35 3.96 -0.69
H 0.56 3.36 -2.07
H 2.92 4.92 -0.35
H 4.60 3.94 1.20
H 5.25 2.17 2.66
H 4.80 -0.04 3.72
H 2.65 -1.18 3.23
F 0.07 0.46 -2.17
B 0.09 0.81 -4.43
F -0.01 -0.49 -4.68
F -0.98 1.58 -4.37
F 1.29 1.37 -4.54
*
```


The following is a quantum chemistry calculation of BrClINO as an isolated structure, from OMol25.

Calculated values
* lowest unoccupied orbital energy (spin up / spin down): -1.6 / -1.8 eV
* orbital gap (spin up / spin down): 0.2983 / 0.2814 Ha

```
! wB97M-V def2-TZVPD RIJCOSX def2/J DEFGRID3
* xyz 0 1
N 0.51 0.45 0.54
O -1.17 -0.05 -0.55
Cl -1.93 -1.31 0.05
Br 0.98 2.05 -0.03
I 1.61 -1.14 -0.01
*
```


The following is a quantum chemistry calculation of a 2-piece molecular cluster, C2H10NO overall, from OMol25.

Calculated values
* lowest unoccupied orbital energy: -3.3 eV
* orbital gap: 0.4921 Ha

```
! wB97M-V def2-TZVPD RIJCOSX def2/J DEFGRID3
* xyz 1 1
O -0.53 2.54 -1.33
H -0.50 3.50 -1.31
H -0.35 1.23 -0.26
H -0.62 2.25 -2.26
C 0.60 -1.87 0.89
C 0.04 -0.90 -0.13
N -0.22 0.47 0.45
H 0.53 -2.88 0.46
H 0.10 -1.84 1.86
H 1.68 -1.75 1.03
H -0.89 -1.22 -0.60
H 0.73 -0.75 -0.93
H 0.50 0.79 1.09
H -1.05 0.43 1.03
*
```


The following is a quantum chemistry calculation of C24H19CuN6S as an isolated structure, from OMol25.

Calculated values
* lowest unoccupied orbital energy: -0.3 eV
* orbital gap: 0.2345 Ha

```
! wB97M-V def2-TZVPD RIJCOSX def2/J DEFGRID3
* xyz 0 1
Cu -0.56 0.26 -0.70
C 4.10 -2.24 -2.06
C 3.81 -1.90 -0.74
C 2.94 -0.85 -0.46
C 2.34 -0.13 -1.50
C 2.64 -0.48 -2.82
C 3.51 -1.52 -3.09
N 1.35 0.83 -1.23
C 1.69 1.98 -0.65
C 3.03 2.48 -0.54
C 3.25 3.75 -0.11
C 2.20 4.62 0.29
C 0.92 4.15 0.27
C 0.66 2.83 -0.14
N -0.56 2.22 -0.07
N -1.63 2.89 0.07
C -2.74 2.05 -0.03
C -3.96 2.48 0.52
C -5.06 1.66 0.42
C -4.94 0.44 -0.24
C -3.71 0.10 -0.76
N -2.63 0.88 -0.68
H 4.78 -3.06 -2.27
H 4.27 -2.45 0.07
H 2.70 -0.59 0.56
H 2.18 0.08 -3.62
H 3.74 -1.78 -4.12
H 3.85 1.85 -0.86
H 4.27 4.12 -0.07
H 2.42 5.62 0.62
H 0.08 4.76 0.59
H -3.99 3.44 1.02
H -6.00 1.97 0.85
H -5.78 -0.23 -0.35
H -3.58 -0.84 -1.29
N 0.41 -2.71 -1.80
C -0.08 -2.69 -0.54
N -0.62 -1.65 0.02
C -1.10 -1.95 1.29
C -1.72 -1.05 2.15
C -2.13 -1.50 3.40
C -1.93 -2.83 3.79
C -1.31 -3.73 2.94
C -0.90 -3.27 1.69
S -0.10 -4.15 0.41
H 0.58 -1.79 -2.19
H 1.17 -3.35 -1.99
H -1.86 -0.02 1.85
H -2.61 -0.81 4.08
H -2.25 -3.15 4.76
H -1.15 -4.75 3.24
*
```


The following is a quantum chemistry calculation of an isolated ion of composition C6H12NS and charge +1, from OMol25.

Calculated values
* lowest unoccupied orbital energy: -3.5 eV
* structure (SMILES): [NH3+]C1(C2(S)CC2)CC1
* orbital gap: 0.3282 Ha

```
! wB97M-V def2-TZVPD RIJCOSX def2/J DEFGRID3
* xyz 1 1
C 1.44 -0.64 -1.07
C 1.76 0.32 0.06
C -1.09 1.74 0.46
C -1.01 1.30 -0.93
C 0.51 -0.41 0.22
C -0.87 0.09 -0.04
N 0.52 -1.63 1.11
S -2.41 -0.88 0.36
H 1.07 -0.28 -1.97
H 2.01 -1.46 -1.16
H 2.47 0.02 0.68
H 1.83 1.34 -0.10
H -0.35 2.30 1.17
H -2.15 1.87 0.83
H -2.06 1.29 -1.43
H -0.18 1.46 -1.56
H 0.94 -1.26 1.94
H 1.11 -2.49 0.80
H -0.52 -1.93 1.45
H -3.00 -0.78 -0.81
*
```


The following is a quantum chemistry calculation of a 3-piece molecular cluster, C30H51N7O6P2 overall, from OMol25.

Calculated values
* lowest unoccupied orbital energy: -0.6 eV
* structure (SMILES): CC(=O)N(C)c1c(O)ccc2c1C(=O)c1c(C)cccc1C2=O.CN(C)P(=O)(N(C)C)N(C)C.CN(C)P(=O)(N(C)C)N(C)C
* orbital gap: 0.2694 Ha

```
! wB97M-V def2-TZVPD RIJCOSX def2/J DEFGRID3
* xyz 0 1
C -1.51 -2.20 1.63
C -2.85 -2.56 1.07
O -3.47 -3.46 1.56
N -3.43 -1.85 -0.02
C -3.30 -2.51 -1.34
C -3.25 -0.44 0.00
C -4.38 0.31 0.36
O -5.52 -0.37 0.67
C -4.38 1.70 0.42
C -3.23 2.40 0.13
C -2.10 1.69 -0.23
C -2.09 0.30 -0.31
C -0.78 -0.34 -0.70
O -0.66 -1.26 -1.48
C 0.45 0.31 -0.11
C 1.59 -0.38 0.33
C 1.75 -1.88 0.24
C 2.62 0.39 0.88
C 2.55 1.77 0.98
C 1.44 2.45 0.50
C 0.40 1.70 -0.04
C -0.82 2.40 -0.53
O -0.79 3.45 -1.13
H -0.78 -2.33 0.83
H -1.22 -2.89 2.43
H -1.43 -1.18 2.01
H -3.27 -1.75 -2.11
H -2.43 -3.16 -1.40
H -4.19 -3.11 -1.52
H -6.09 0.25 1.13
H -5.26 2.25 0.72
H -3.16 3.48 0.18
H 1.40 -2.25 -0.72
H 2.82 -2.10 0.31
H 1.29 -2.41 1.08
H 3.52 -0.09 1.25
H 3.36 2.33 1.43
H 1.34 3.52 0.55
O -1.95 6.62 -7.37
P -1.18 5.93 -6.27
N -0.80 7.28 -5.26
C 0.18 8.28 -5.63
C -1.97 7.88 -4.65
N 0.10 5.29 -7.24
C 1.48 5.69 -7.16
C -0.25 4.99 -8.63
N -0.81 4.83 -5.02
C -0.10 5.07 -3.78
C -0.97 3.41 -5.34
H 0.36 8.94 -4.77
H -0.13 8.89 -6.49
H 1.15 7.84 -5.84
H -2.53 7.13 -4.08
H -2.65 8.32 -5.40
H -1.68 8.66 -3.95
H 1.65 6.68 -7.62
H 2.11 4.97 -7.69
H 1.84 5.71 -6.13
H -0.21 5.88 -9.27
H -1.25 4.56 -8.70
H 0.44 4.24 -9.03
H 0.94 5.38 -3.96
H -0.07 4.17 -3.17
H -0.58 5.83 -3.17
H -0.02 2.96 -5.61
H -1.67 3.27 -6.17
H -1.39 2.87 -4.49
O 1.76 -4.25 3.83
P 2.12 -4.89 5.15
N 2.95 -6.30 4.60
C 2.27 -7.42 3.98
C 4.20 -5.99 3.93
N 0.51 -5.11 5.74
C -0.14 -6.39 5.95
C -0.47 -4.14 5.27
N 2.74 -5.08 6.73
C 3.39 -6.24 7.31
C 2.34 -4.08 7.71
H 2.98 -8.25 3.85
H 1.85 -7.17 3.00
H 1.48 -7.82 4.61
H 4.85 -5.40 4.59
H 4.04 -5.42 3.01
H 4.75 -6.90 3.68
H -0.44 -6.86 5.01
H -1.03 -6.26 6.56
H 0.50 -7.08 6.51
H -0.86 -4.39 4.28
H -0.04 -3.14 5.23
H -1.32 -4.08 5.96
H 2.72 -7.11 7.36
H 3.72 -6.02 8.32
H 4.29 -6.53 6.76
H 1.50 -4.44 8.32
H 2.02 -3.16 7.22
H 3.17 -3.82 8.37
*
```


The following is a quantum chemistry calculation of a 7-piece molecular cluster, C24H72N6O10P overall, from OMol25.

Calculated values
* lowest unoccupied orbital energy: -7.6 eV
* orbital gap: 0.3217 Ha

```
! wB97M-V def2-TZVPD RIJCOSX def2/J DEFGRID3
* xyz 3 1
C -3.03 -1.22 0.39
C -2.88 -1.28 1.93
C -3.08 -2.82 2.35
O -2.92 -3.21 3.70
C -3.78 -2.54 4.57
N -1.52 -0.74 2.30
H -1.41 0.19 1.91
H -1.41 -0.48 3.27
H -0.76 -1.23 1.85
H -3.84 -1.85 0.02
H -2.06 -1.46 -0.04
H -3.29 -0.21 0.11
H -3.55 -0.58 2.43
H -2.39 -3.43 1.76
H -4.12 -3.04 2.11
H -3.81 -3.08 5.51
H -4.78 -2.50 4.14
H -3.70 -1.47 4.76
C 4.02 -0.87 3.51
C 2.96 -1.88 3.03
C 1.54 -1.93 3.61
O 1.52 -2.42 4.88
C 0.19 -2.71 5.51
N 2.87 -1.60 1.50
H 3.74 -1.80 1.04
H 2.05 -2.05 1.10
H 2.65 -0.64 1.29
H 3.75 0.18 3.39
H 4.96 -0.95 2.96
H 4.30 -0.90 4.56
H 3.35 -2.90 3.01
H 0.77 -2.42 3.01
H 1.18 -0.92 3.82
H -0.50 -1.87 5.56
H 0.24 -3.18 6.49
H -0.26 -3.51 4.92
C 0.85 -5.30 -2.05
C 0.03 -4.02 -2.32
C -1.35 -4.01 -1.70
O -2.23 -4.64 -2.61
C -3.55 -4.57 -2.16
N 0.84 -2.93 -1.68
H 0.61 -1.95 -1.78
H 0.92 -3.07 -0.68
H 1.82 -3.01 -1.89
H 0.21 -6.18 -2.16
H 1.24 -5.40 -1.04
H 1.71 -5.53 -2.67
H 0.04 -3.81 -3.39
H -1.51 -2.94 -1.60
H -1.38 -4.49 -0.72
H -3.81 -3.53 -1.97
H -3.69 -5.03 -1.18
H -4.25 -4.99 -2.89
C -1.45 3.14 -3.93
C -1.98 2.79 -2.50
C -3.46 3.21 -2.38
O -3.91 3.23 -1.05
C -5.38 3.35 -0.80
N -1.83 1.29 -2.12
H -2.53 0.66 -2.49
H -0.90 0.93 -2.23
H -1.91 1.12 -1.13
H -1.98 2.53 -4.66
H -0.41 2.87 -4.11
H -1.71 4.17 -4.15
H -1.34 3.19 -1.70
H -4.20 2.69 -2.98
H -3.42 4.26 -2.68
H -5.63 3.61 0.22
H -6.02 2.55 -1.15
H -5.78 4.27 -1.23
C 0.19 4.42 3.42
C 0.43 3.69 2.04
C 1.32 4.52 1.15
O 0.87 4.58 -0.18
C 1.36 3.55 -0.97
N 1.09 2.29 2.24
H 1.17 1.78 1.37
H 1.96 2.37 2.75
H 0.52 1.69 2.83
H 1.10 4.62 3.99
H -0.46 3.81 4.05
H -0.28 5.38 3.21
H -0.52 3.53 1.53
H 2.37 4.25 1.26
H 1.21 5.49 1.62
H 2.41 3.36 -0.76
H 1.30 3.94 -1.99
H 0.77 2.65 -0.83
C 2.53 -0.30 -4.51
C 3.46 0.38 -3.49
C 3.48 1.90 -3.44
O 4.32 2.51 -2.49
C 4.38 3.87 -2.56
N 3.19 -0.17 -2.05
H 2.21 -0.12 -1.82
H 3.41 -1.15 -1.95
H 3.61 0.31 -1.27
H 2.78 -0.14 -5.56
H 1.50 0.06 -4.44
H 2.50 -1.38 -4.37
H 4.46 0.01 -3.72
H 2.49 2.32 -3.25
H 3.73 2.32 -4.42
H 5.05 4.16 -1.74
H 3.44 4.32 -2.24
H 4.71 4.34 -3.48
P 0.43 -0.09 -0.12
O -0.74 0.87 0.29
O 0.47 -0.25 -1.65
O 0.29 -1.44 0.59
O 1.82 0.62 0.25
*
```


The following is a quantum chemistry calculation of C19H37Cl4KN3NaO12P as an isolated structure, from OMol25.

Calculated values
* lowest unoccupied orbital energy: -1.7 eV
* orbital gap: 0.0727 Ha

```
! wB97M-V def2-TZVPD RIJCOSX def2/J DEFGRID3
* xyz -1 1
C 5.71 0.16 0.32
C 5.27 0.04 -1.14
P 3.64 -0.73 -1.42
C 3.60 -0.93 -3.23
N 2.35 0.55 -1.06
C 2.16 0.79 0.41
C 2.23 -0.37 1.40
C 1.18 -1.49 1.27
C 1.76 -2.87 1.00
O 0.80 -3.70 0.33
C 0.98 -3.87 -0.99
O 0.08 -4.10 -1.72
C 2.80 1.85 -1.68
C 1.74 2.98 -1.67
C 2.47 4.29 -1.76
O 2.42 5.15 -0.97
O 3.21 4.42 -2.93
C 1.09 0.07 -1.84
N -0.13 0.55 -1.31
C -0.93 1.34 -2.30
H 6.52 0.89 0.38
H 4.92 0.51 0.99
H 6.10 -0.79 0.68
H 5.35 1.00 -1.66
H 5.95 -0.63 -1.67
H 3.94 -0.04 -3.76
H 4.31 -1.74 -3.43
H 2.61 -1.20 -3.60
H 1.23 1.33 0.58
H 2.97 1.48 0.68
H 3.23 -0.82 1.45
H 2.07 0.11 2.37
H 0.38 -1.24 0.58
H 0.70 -1.57 2.25
H 2.71 -2.82 0.46
H 1.98 -3.36 1.95
H 2.02 -3.83 -1.33
H 3.69 2.19 -1.16
H 3.08 1.65 -2.72
H 1.08 2.95 -0.82
H 1.15 2.89 -2.59
H 4.13 4.21 -2.75
H 1.25 0.38 -2.88
H 1.13 -1.02 -1.85
H -0.70 -0.25 -1.13
H -0.55 1.26 -3.31
H -1.96 0.97 -2.32
H -1.01 2.36 -1.93
O -1.23 0.24 2.37
C -2.12 -0.40 2.84
O -3.20 0.16 3.43
C -4.06 -0.85 4.01
C -3.73 -2.12 3.23
C -2.25 -1.92 2.90
H -3.85 -0.94 5.08
H -5.09 -0.53 3.92
H -3.94 -3.03 3.78
H -4.32 -2.15 2.31
H -1.61 -2.30 3.70
H -1.94 -2.37 1.96
N -1.70 -0.10 -5.76
O -1.78 -0.71 -6.84
O -2.61 0.64 -5.36
O -0.67 -0.25 -5.05
Na -4.43 -1.51 0.49
C -5.54 -4.06 6.43
Cl -3.86 -3.49 6.47
Cl -6.50 -3.45 5.09
H -5.50 -5.14 6.35
H -6.03 -3.74 7.34
C -3.14 4.29 -2.46
O -2.24 4.11 -1.61
O -3.93 5.47 -2.23
O -3.49 3.62 -3.43
H -3.48 5.79 -1.43
K -7.13 0.25 1.82
Cl -4.95 6.37 -0.06
Cl -6.41 -0.86 6.58
*
```


The following is a quantum chemistry calculation of a 2-piece molecular cluster, C9H14O overall, from OMol25.

Calculated values
* lowest unoccupied orbital energy: 0.8 eV
* structure (SMILES): Cc1ccc(O)cc1.CC
* orbital gap: 0.3353 Ha

```
! wB97M-V def2-TZVPD RIJCOSX def2/J DEFGRID3
* xyz 0 1
C 2.53 2.51 -0.33
C 2.58 0.99 -0.18
H 2.53 2.86 -1.36
H 1.68 2.94 0.21
H 3.42 2.93 0.15
H 1.78 0.48 -0.74
H 3.37 0.54 -0.78
H 2.62 0.78 0.89
C -0.60 -1.66 2.39
C -1.78 -0.46 -1.61
C -2.53 -0.06 -0.48
C -0.54 -1.04 -1.37
C -2.15 -0.36 0.82
C -0.23 -1.45 -0.09
C -1.04 -1.21 1.01
O -2.10 -0.17 -2.88
H -3.30 0.69 -0.63
H -2.97 0.21 -2.94
H 0.13 -1.24 -2.20
H -2.58 0.09 1.69
H 0.65 -2.00 0.24
H -0.11 -2.63 2.26
H -1.47 -1.74 3.03
H 0.10 -1.00 2.90
*
```


The following is a quantum chemistry calculation of an isolated molecule of C3H7NO, from OMol25.

Calculated values
* lowest unoccupied orbital energy: 0.9 eV
* structure (SMILES): CCC(N)=O
* orbital gap: 0.3921 Ha

```
! wB97M-V def2-TZVPD RIJCOSX def2/J DEFGRID3
* xyz 0 1
C -0.40 -1.07 0.78
C -0.56 0.44 0.67
C 0.32 1.06 -0.41
N 0.78 0.23 -1.41
O 0.53 2.25 -0.50
H 0.60 -1.50 0.91
H -0.63 -1.53 -0.19
H -1.08 -1.48 1.52
H -1.61 0.64 0.47
H -0.21 0.91 1.59
H 1.04 -0.73 -1.29
H 1.20 0.79 -2.13
*
```


The following is a quantum chemistry calculation of a 2-piece molecular cluster, C2H4F2OS overall, from OMol25.

Calculated values
* lowest unoccupied orbital energy (spin up / spin down): 0.8 / -1.2 eV
* orbital gap (spin up / spin down): 0.2953 / 0.3298 Ha

```
! wB97M-V def2-TZVPD RIJCOSX def2/J DEFGRID3
* xyz 0 3
C -2.05 0.23 -0.34
C 2.32 -0.59 0.30
O 0.43 0.96 0.08
F 2.54 -0.51 1.60
F 1.70 -1.68 -0.07
S -0.91 1.34 0.69
H -1.95 0.66 -1.30
H -3.05 0.61 -0.02
H -1.98 -0.83 -0.46
H 2.94 -0.19 -0.47
*
```


Quick rundown of maximum force, same order as above: 1.7 2.1 0.7 0.2 4.6 5.8 3.9 1.7 1.8 1.7 3.5 eV/Å
Quick rundown of E, same order as above: -7168.4864 -3461.6701 -211.9578 -3293.2086 -688.3725 -2691.0765 -2379.0288 -4757.3924 -426.5476 -248.5149 -751.6115 hartree